Density functional theory data (ωB97M-V with the def2-TZVPD basis set) for a 2-piece molecular cluster, C8H7ClO3 overall at a distorted geometry.

Values from the calculation:
- E_LUMO (alpha / beta): 0.3 / -2.3 eV
- Spin multiplicity: 3
- Maximum force: 2.75 eV/Å
- Frontier orbital gap (alpha / beta): 6.18 / 6.85 eV
- M: 186.6 g/mol
- E_HOMO (alpha / beta): -5.8673 / -9.1170 eV

Last column: Löwdin charge in e.
Element x y z (Å)
Cl 2.80205 -1.19743 1.15560  0.79
O 3.55373 0.89230 -0.20446  -0.01
O 1.37544 2.22960 0.18736  0.05
O 2.43596 -0.82961 -1.39949  0.04
C -2.85839 -0.89807 0.42543  -0.08
C -2.68026 0.45583 0.75736  -0.09
C 0.98320 1.08849 0.06908  -0.19
C -1.47224 1.07914 0.64151  -0.06
C -0.50937 -0.88171 -0.24384  -0.07
C -1.74003 -1.51625 -0.14704  -0.10
C -0.30670 0.43774 0.17875  -0.20
C 2.72549 -0.14336 -0.23979  -0.83
H 2.77382 -0.31477 -2.12104  0.12
H -3.36569 1.20740 1.10984  0.10
H -1.98391 -2.52378 -0.50669  0.11
H 3.18013 1.86085 -0.21090  0.17
H -3.68074 -1.52572 0.31700  0.07
H 0.34066 -1.48446 -0.69322  0.11
H -1.57315 2.06383 0.92451  0.08